15
Properties=species:S:1:pos:R:3:forces:R:3 method="wB97M-V/def2-TZVPD" e_above_lowest_ev=7.122 homo_ev="-8.5 / -8.6" multiplicity=1
C -0.244 1.616 0.036 -1.9 -1.1 -0.1
C -2.124 0.001 -0.429 1.3 2.0 -0.4
C -1.368 -1.090 0.071 1.1 -0.4 0.5
C -0.122 -0.700 0.882 -0.1 0.0 0.1
C 0.647 0.514 0.333 0.3 -0.4 0.0
C 1.619 0.116 -0.792 -0.2 0.1 0.1
O -1.568 -2.252 -0.246 -0.4 0.1 0.0
Br -3.798 0.490 0.018 -0.2 -0.2 0.1
H 0.109 2.386 -0.646 0.1 0.1 -0.2
H -0.477 -0.482 1.893 0.0 0.0 0.0
H 0.521 -1.581 0.927 -0.1 0.0 0.0
H 1.255 0.934 1.158 0.0 0.0 0.0
H 1.053 -0.318 -1.613 0.0 -0.1 -0.1
H 2.336 -0.619 -0.436 0.1 -0.1 0.0
H 2.162 0.984 -1.157 0.0 0.0 -0.1